A) 14
Properties=species:S:1:pos:R:3:nbo_charge:R:1 method="wB97M-V/def2-TZVPD" smiles="C=C=O.C=CC" homo_ev=-9.24 orbital_gap_ev=10.23 mol_weight_g_mol=84.118
C 1.63 0.45 -0.37 -0.6596
C 0.61 0.94 0.62 -0.1664
C -1.24 -1.83 0.41 -0.7971
C -1.19 -1.29 -0.79 0.7345
O -1.14 -0.92 -1.89 -0.4738
C -0.55 1.51 0.27 -0.4235
H 1.58 -0.64 -0.49 0.2237
H 1.45 0.89 -1.34 0.2166
H 2.67 0.67 -0.09 0.2192
H 0.83 0.80 1.68 0.1956
H -1.13 -1.24 1.31 0.2682
H -1.45 -2.89 0.46 0.2627
H -1.27 1.85 1.01 0.2012
H -0.81 1.70 -0.78 0.1987

B) 14
Properties=species:S:1:pos:R:3:nbo_charge:R:1 method="wB97M-V/def2-TZVPD" homo_ev=-9.21 orbital_gap_ev=10.30 mol_weight_g_mol=84.118
C -1.74 -0.08 0.44 -0.6286
C -0.31 0.24 0.14 0.2680
C 0.30 1.00 -0.99 -0.4359
C 0.77 -0.41 -0.70 -0.2938
C 1.50 -0.53 0.62 -0.0524
O 0.54 0.30 1.29 -0.5227
H -1.82 -1.12 0.76 0.2165
H -2.08 0.55 1.27 0.2294
H -2.40 0.09 -0.41 0.2173
H 0.92 1.88 -0.83 0.2179
H -0.35 1.04 -1.87 0.2190
H 0.73 -1.20 -1.45 0.2178
H 2.53 -0.18 0.75 0.1747
H 1.41 -1.56 0.99 0.1727

Top of the stability list: A), leading by 9.1 kcal/mol.

A) 10
Properties=species:S:1:pos:R:3:nbo_charge:R:1 method="wB97M-V/def2-TZVPD" charge=-1 homo_ev=-4.99 orbital_gap_ev=9.22 mol_weight_g_mol=81.047
O -1.24 -1.31 0.18 -0.7897
C -0.33 -1.21 1.05 0.6433
O 0.68 -0.49 1.00 -0.7981
H -0.52 -1.83 1.96 0.0145
H -0.80 1.20 -0.82 0.4612
H -1.61 0.06 -0.54 0.4957
O -1.72 0.96 -1.01 -1.0256
H 1.62 0.46 -1.25 0.4778
H 2.01 0.95 0.18 0.5002
O 1.90 1.22 -0.74 -0.9792

B) 10
Properties=species:S:1:pos:R:3:nbo_charge:R:1 method="wB97M-V/def2-TZVPD" charge=-1 homo_ev=-4.82 orbital_gap_ev=9.04 mol_weight_g_mol=81.047
O -0.29 -1.18 -1.78 -0.7554
C -0.28 0.00 -1.38 0.6518
O -0.62 0.49 -0.21 -0.8357
H 0.14 0.87 -2.17 -0.0259
H 0.67 1.56 0.87 0.5207
H 1.68 2.51 0.33 0.4465
O 1.15 2.52 1.10 -0.9913
H -0.63 -1.79 0.60 0.4924
H -1.30 -2.80 1.19 0.4378
O -0.53 -2.18 1.45 -0.9410

Top of the stability list: A), leading by 21.8 kcal/mol.

A) 13
Properties=species:S:1:pos:R:3:nbo_charge:R:1 method="wB97M-V/def2-TZVPD" smiles="C=C(C=O)N(O)C=O" homo_ev=-9.36 orbital_gap_ev=9.17 mol_weight_g_mol=115.088
C 1.87 0.10 -0.17 0.4945
C -0.59 -0.22 0.30 -0.0202
C -0.58 -1.66 0.08 -0.3474
C -1.86 0.46 -0.27 0.3952
H 0.69 2.56 0.81 0.4757
H 2.66 0.84 -0.13 0.1560
H -1.55 -2.26 0.00 0.2348
H 0.44 -2.36 0.25 0.2634
H -1.82 1.44 -0.96 0.1553
N 0.68 0.44 0.38 -0.1626
O 0.63 1.79 -0.07 -0.5740
O 2.31 -1.05 -0.21 -0.5649
O -2.89 -0.08 -0.03 -0.5058

B) 13
Properties=species:S:1:pos:R:3:nbo_charge:R:1 method="wB97M-V/def2-TZVPD" homo_ev=-7.60 orbital_gap_ev=7.18 mol_weight_g_mol=115.088
C -1.23 0.20 -0.16 0.4009
C -0.74 1.44 0.11 -0.3459
C 0.64 1.46 0.02 -0.3237
C 0.96 0.14 -0.15 0.3649
H -2.57 -1.48 -0.12 0.5156
H -1.19 2.55 0.36 0.2360
H 1.44 2.24 -0.20 0.2475
H 2.71 -0.95 -0.83 0.4743
H 0.50 -2.00 1.21 0.4894
N -0.12 -0.65 -0.43 -0.1320
O -2.49 -0.33 0.01 -0.6803
O 2.22 -0.43 0.13 -0.7004
O -0.14 -2.18 0.06 -0.5465

Top of the stability list: A), leading by 40.4 kcal/mol.

A) 13
Properties=species:S:1:pos:R:3:nbo_charge:R:1 method="wB97M-V/def2-TZVPD" homo_ev=-9.24 orbital_gap_ev=7.13 mol_weight_g_mol=115.088
C 1.21 0.28 -0.38 -0.0485
C 0.67 1.61 0.23 -0.1967
C -0.61 1.62 0.21 -0.0541
C -0.07 -0.66 -0.24 0.6381
H 1.14 -1.59 0.65 0.5015
H 1.67 0.34 -1.35 0.2472
H 1.12 2.47 0.37 0.2244
H -1.60 2.03 0.85 0.2707
H -1.77 -0.90 1.49 0.2104
N -1.04 0.29 -0.31 -0.0823
O 2.32 -0.53 0.11 -0.7770
O -2.17 -0.36 -0.21 -0.3858
O -0.21 -1.79 0.27 -0.5478

B) 13
Properties=species:S:1:pos:R:3:nbo_charge:R:1 method="wB97M-V/def2-TZVPD" smiles="COn1occc1=O" homo_ev=-9.61 orbital_gap_ev=10.08 mol_weight_g_mol=115.088
C 2.32 -0.05 -0.06 -0.2663
C -1.81 -0.99 0.05 0.2149
C -2.16 0.32 0.24 -0.4412
C -0.86 1.08 0.03 0.6122
H 2.71 0.87 -0.75 0.1913
H 2.18 -0.96 -0.76 0.1885
H 3.09 -0.25 0.74 0.2009
H -2.46 -1.88 -0.10 0.2169
H -3.12 0.67 0.34 0.2396
N 0.12 0.03 -0.27 0.0705
O 1.13 0.10 0.65 -0.3554
O -0.54 -1.24 -0.05 -0.3242
O -0.58 2.30 -0.06 -0.5475

C) 13
Properties=species:S:1:pos:R:3:nbo_charge:R:1 method="wB97M-V/def2-TZVPD" smiles="O=C1CC/C(=N/O)O1" homo_ev=-9.19 orbital_gap_ev=9.74 mol_weight_g_mol=115.088
C -1.27 1.17 -0.01 0.8243
C 0.85 -0.08 0.02 0.4429
C -1.57 -0.30 -0.17 -0.5400
C -0.27 -1.08 0.16 -0.4742
N 2.12 -0.33 -0.13 -0.1570
O -1.85 2.18 0.03 -0.4816
O 0.24 1.19 0.05 -0.5683
O 3.13 0.52 -0.07 -0.5078
H -2.40 -0.72 0.36 0.2563
H -1.60 -0.52 -1.31 0.2605
H -0.06 -2.10 -0.33 0.2552
H -0.13 -1.45 1.21 0.2388
H 2.82 1.52 0.19 0.4509

D) 13
Properties=species:S:1:pos:R:3:nbo_charge:R:1 method="wB97M-V/def2-TZVPD" homo_ev=-9.93 orbital_gap_ev=10.07 mol_weight_g_mol=115.088
C -0.36 -1.28 -1.81 0.6325
C 0.10 -0.32 0.25 0.3125
C 1.12 -0.23 1.25 -0.5120
C 1.02 1.33 1.46 0.0323
H 0.34 -1.70 -2.66 0.1624
H -0.63 -1.14 0.61 0.1769
H 0.67 -0.70 2.33 0.2598
H 2.06 -0.62 0.79 0.2671
H 1.61 1.72 2.68 0.2064
N -0.14 1.98 1.14 -0.0636
O -1.60 -1.20 -1.57 -0.5524
O 0.54 -0.80 -0.91 -0.5143
O -0.72 0.95 0.15 -0.4075

Top of the stability list: C), leading by 41.0 kcal/mol.

A) 13
Properties=species:S:1:pos:R:3:nbo_charge:R:1 method="wB97M-V/def2-TZVPD" smiles="O=C[C@]1(O)C=NOC1" homo_ev=-10.08 orbital_gap_ev=9.80 mol_weight_g_mol=115.088
C 0.19 0.34 0.11 0.0389
C -0.45 -0.45 -1.09 -0.1199
C -0.49 -0.74 1.09 -0.0572
C 1.67 0.12 0.08 0.4097
H -1.06 2.06 0.72 0.5128
H 0.06 -1.54 -1.15 0.2546
H -0.49 0.18 -2.00 0.2187
H -0.03 -0.86 2.21 0.2579
H 2.28 1.21 0.13 0.1471
N -1.81 -0.72 0.70 -0.0612
O -0.14 1.74 0.05 -0.7099
O -1.96 -0.35 -0.70 -0.3606
O 2.23 -0.99 -0.17 -0.5309

B) 13
Properties=species:S:1:pos:R:3:nbo_charge:R:1 method="wB97M-V/def2-TZVPD" homo_ev=-9.40 orbital_gap_ev=8.59 mol_weight_g_mol=115.088
C 0.16 1.04 0.05 0.8236
C 0.03 -0.76 -0.56 -0.4692
C -0.96 -1.49 -0.04 -0.2500
O 0.21 1.74 -1.10 -0.6575
O -0.92 1.39 0.79 -0.6871
N 1.35 0.85 0.74 -0.6834
C 1.61 -0.37 0.42 0.8115
O 2.41 -1.25 0.50 -0.5011
H -0.64 2.16 -1.27 0.4990
H -0.73 1.14 1.71 0.5060
H 0.31 -0.90 -1.60 0.2230
H -1.51 -2.23 -0.61 0.1998
H -1.32 -1.32 0.97 0.1855

Top of the stability list: B), leading by 71.5 kcal/mol.

A) 17
Properties=species:S:1:pos:R:3:nbo_charge:R:1 method="wB97M-V/def2-TZVPD" homo_ev=-9.10 orbital_gap_ev=8.51 mol_weight_g_mol=151.256
C -0.52 -2.47 1.54 0.8317
C 0.47 2.35 -0.21 -0.5942
C 0.88 1.33 -1.28 -0.5263
C 1.60 0.05 -0.85 -0.2312
N -0.02 -2.13 0.50 -0.7873
O -1.09 -3.06 2.40 -0.5476
S -3.76 -0.67 1.50 -0.2743
S 2.96 -0.34 -1.74 0.1895
H 0.31 3.25 -0.79 0.2189
H -0.44 2.03 0.36 0.2192
H 1.29 2.49 0.43 0.2107
H 0.01 0.88 -1.77 0.2516
H 1.38 1.78 -2.07 0.1805
H -2.47 -0.80 1.18 0.1383
H 0.44 -1.31 0.07 0.4408
H -3.92 -1.71 2.19 0.1350
H 2.87 -1.68 -1.45 0.1447

B) 17
Properties=species:S:1:pos:R:3:nbo_charge:R:1 method="wB97M-V/def2-TZVPD" homo_ev=-9.21 orbital_gap_ev=8.79 mol_weight_g_mol=151.256
C -2.92 0.39 0.54 -0.6401
C -1.32 0.18 0.40 -0.4511
C -0.68 -0.37 -0.84 -0.5774
C 1.92 -0.18 -0.32 -0.1565
H -3.21 0.22 1.74 0.2480
H -3.44 -0.32 -0.33 0.2150
H -3.22 1.57 0.14 0.2215
H -0.85 -0.58 1.21 0.2103
H -0.71 1.18 0.62 0.2156
H -1.57 -0.92 -1.36 0.2335
H -0.37 0.49 -1.56 0.2550
H 3.06 -1.72 0.40 0.3609
H 4.05 0.78 -0.60 0.3330
N 2.83 -0.73 0.61 -0.2510
O 3.89 0.06 0.75 -0.5079
S 0.74 -1.46 -0.67 0.2921
S 1.81 1.41 -0.72 -0.0009

C) 17
Properties=species:S:1:pos:R:3:nbo_charge:R:1 method="wB97M-V/def2-TZVPD" smiles="CSSC[C@@H](N)C=O" homo_ev=-8.26 orbital_gap_ev=8.82 mol_weight_g_mol=151.256
N 1.04 0.93 -0.71 -0.8409
C -0.28 1.41 -0.29 -0.1771
C -1.05 1.59 -1.59 0.4379
O -2.24 1.80 -1.64 -0.5167
C -1.06 0.46 0.64 -0.5461
S -1.56 -1.05 -0.26 0.1043
S -0.59 -2.59 0.60 0.0642
C 1.21 -2.30 0.84 -0.7542
H 1.78 1.35 -0.15 0.3598
H 1.20 -0.06 -0.54 0.3605
H -0.19 2.35 0.25 0.2249
H -0.39 1.87 -2.43 0.1308
H -0.56 0.14 1.55 0.2333
H -1.95 1.05 0.81 0.2412
H 1.38 -2.61 1.88 0.2301
H 1.70 -3.07 0.25 0.2316
H 1.55 -1.27 0.78 0.2163

Top of the stability list: C), leading by 47.2 kcal/mol.

A) 15
Properties=species:S:1:pos:R:3:nbo_charge:R:1 method="wB97M-V/def2-TZVPD" smiles="N[C@@]12C[C@H]1NNC2=O" homo_ev=-9.15 orbital_gap_ev=9.90 mol_weight_g_mol=113.120
C -0.12 -0.53 -0.22 -0.0458
C -1.55 -0.77 -0.67 -0.3349
C -0.82 0.70 -0.58 -0.1475
C 1.37 -0.38 -0.44 0.6589
H -0.55 0.00 1.75 0.3971
H 0.69 -1.56 1.49 0.3938
H -2.26 -1.55 0.00 0.2767
H -2.12 -0.79 -1.70 0.2434
H -0.34 0.80 -1.64 0.1804
H 0.18 2.67 0.27 0.3954
H 2.14 1.07 0.70 0.4004
N -0.33 -0.96 1.33 -0.8647
N 0.06 1.53 0.27 -0.4961
N 1.44 1.01 -0.05 -0.5096
O 2.20 -1.24 -0.52 -0.5475

B) 15
Properties=species:S:1:pos:R:3:nbo_charge:R:1 method="wB97M-V/def2-TZVPD" smiles="C=C=NC(=O)N(C)N" homo_ev=-8.75 orbital_gap_ev=9.48 mol_weight_g_mol=113.120
C 0.13 1.78 0.84 -0.4147
N -0.24 0.75 -0.11 -0.3193
C -0.29 -1.96 -0.21 0.5438
N 0.36 0.73 -1.40 -0.6487
C 0.80 -2.63 0.03 -0.6874
N -1.28 -1.35 -0.44 -0.5008
C -1.30 -0.14 0.23 0.7602
O -2.09 0.12 1.13 -0.5917
H 1.09 1.43 -1.47 0.3623
H -0.37 1.00 -2.08 0.3532
H 1.00 2.35 0.48 0.1998
H 0.38 1.30 1.79 0.2156
H -0.71 2.46 0.99 0.2118
H 1.76 -2.14 -0.06 0.2584
H 0.76 -3.68 0.28 0.2574

Top of the stability list: B), leading by 109.7 kcal/mol.

A) 15
Properties=species:S:1:pos:R:3:nbo_charge:R:1 method="wB97M-V/def2-TZVPD" smiles="[H]/N=C1/NN[C@@H]2C[C@@]12O" homo_ev=-8.62 orbital_gap_ev=9.33 mol_weight_g_mol=113.120
C 0.06 0.22 0.82 0.1299
C -0.30 1.77 0.51 -0.3378
C -0.15 0.84 -0.66 -0.1289
C -0.35 -1.14 0.41 0.4078
H 1.89 0.07 0.36 0.4816
H -1.32 2.09 0.64 0.2314
H 0.46 2.51 0.73 0.2447
H -1.16 0.68 -1.06 0.1924
H 0.75 -0.15 -2.32 0.3794
H 0.05 -2.05 -1.37 0.3944
H -1.24 -1.78 1.91 0.3571
N 0.83 -0.13 -1.31 -0.4662
N 0.36 -1.32 -0.76 -0.4720
N -1.26 -1.90 0.87 -0.7101
O 1.39 0.27 1.22 -0.7037

B) 15
Properties=species:S:1:pos:R:3:nbo_charge:R:1 method="wB97M-V/def2-TZVPD" smiles="[H]/N=C1/NOC[C@@H]2N[C@@H]12" homo_ev=-8.58 orbital_gap_ev=9.39 mol_weight_g_mol=113.120
C -0.19 1.15 0.57 0.3904
C 0.89 -0.99 -1.06 -0.1179
C 0.13 -1.09 0.31 -0.1058
C -1.06 -0.01 0.14 -0.1039
H -0.87 1.92 2.10 0.3339
H 1.09 2.22 -0.63 0.4046
H 1.92 -1.25 -0.75 0.2109
H 0.32 -1.63 -1.75 0.2132
H 0.66 -1.07 1.36 0.2246
H -1.84 -1.85 0.25 0.3795
H -1.32 0.05 -0.88 0.1986
N -0.13 2.16 1.45 -0.6988
N 0.86 1.21 -0.34 -0.3560
N -1.23 -1.24 0.66 -0.5795
O 0.78 0.42 -1.45 -0.3937

Top of the stability list: A), leading by 13.2 kcal/mol.